(1)
The following is a quantum chemistry calculation of 2 unconnected molecules or ions with the total composition C8H4F4N2 at a distorted geometry, from the Open Molecules 2025 dataset.

Total energy (Ha): -815.937219
HOMO (spin up / spin down) (hartree): -0.375 / -0.374

Cartesian coordinates (Å):
C1 -4.05 -1.22 -0.24
C2 0.41 0.80 -0.08
C3 1.02 -0.47 0.08
C4 -0.96 0.85 -0.21
C5 0.25 -1.55 0.48
C6 -1.79 -0.23 0.14
C7 -1.16 -1.48 0.41
C8 -3.22 -0.13 0.12
N1 -4.61 -2.13 -0.65
N2 -3.96 0.74 0.82
F1 -1.98 -2.48 0.65
F2 -3.40 0.48 -2.05
F3 -5.25 0.91 0.37
F4 -3.46 1.96 1.06
H1 0.91 1.66 -0.31
H2 2.13 -0.76 0.11
H3 -1.28 1.82 -0.51
H4 0.81 -2.50 0.69


(2)
The following is a quantum chemistry calculation of a molecular structure, C8H4F5IrN2O3Se3Te2, from the Open Molecules 2025 dataset.

Charge: +1
Total energy (Ha): -8986.074334
HOMO (spin up / spin down) (hartree): -0.431 / -0.434
Multiplicity: 2

Cartesian coordinates (Å):
Ir1 -1.51 -0.40 -1.32
Se1 -3.82 -1.34 -0.63
Te1 -3.93 -3.55 -1.70
Te2 -2.29 -3.26 -3.77
Se2 -2.02 -0.80 -3.73
N1 -0.93 -0.47 0.76
C1 -0.10 -1.68 0.99
C2 -0.41 -2.74 -0.05
O1 -0.24 -3.91 0.13
O2 -0.86 -2.25 -1.20
H1 -0.42 0.36 1.06
H2 -1.77 -0.53 1.33
H3 -0.24 -2.07 1.99
H4 0.95 -1.41 0.85
O3 -2.59 2.25 -1.62
N2 -2.16 1.22 -1.51
F1 3.98 2.37 1.33
C3 2.72 1.87 1.35
C4 1.65 2.89 1.04
F2 1.51 3.99 1.76
C5 0.91 2.45 0.03
F3 -0.17 3.03 -0.49
C6 1.41 1.15 -0.49
Se3 0.80 0.24 -2.04
C7 2.47 0.85 0.26
F4 3.25 -0.22 0.16
C8 2.53 1.20 2.73
F5 1.29 0.76 2.75


(3)
The following is a quantum chemistry calculation of a single C8H4FIO5S molecule at a distorted geometry, from the Open Molecules 2025 dataset.

Total energy (Ha): -1479.136153
HOMO (hartree): -0.378

Cartesian coordinates (Å):
O1 2.34 -1.74 1.34
C1 2.76 -1.14 0.40
I1 3.80 -2.23 -1.13
C2 2.56 0.37 0.30
C3 1.10 0.61 0.07
C4 0.29 1.14 0.98
C5 -1.15 1.28 0.61
O2 -1.83 2.24 0.89
C6 -1.66 0.12 -0.20
S1 -3.26 -0.59 0.06
O3 -3.39 -0.79 1.46
O4 -3.34 -1.76 -0.75
F1 -4.29 0.45 -0.38
C7 -0.87 -0.40 -1.12
C8 0.49 0.22 -1.24
O5 1.02 0.43 -2.30
H1 2.80 0.76 1.28
H2 3.16 0.82 -0.48
H3 0.63 1.47 1.94
H4 -1.17 -1.24 -1.73


(4)
The following is a quantum chemistry calculation of a molecular structure, C8H54BrNbO19P at a distorted geometry, from the Open Molecules 2025 dataset.

Charge: -1
Total energy (Ha): -4738.929278
HOMO (hartree): -0.160

Cartesian coordinates (Å):
C1 4.22 -1.24 -0.19
O1 3.09 -0.40 -0.23
C2 3.25 0.78 0.54
C3 1.94 1.53 0.70
C4 1.56 2.38 -0.51
C5 0.71 1.62 -1.53
Nb1 -1.50 1.45 -1.62
C6 -1.70 -0.19 -0.04
C7 -3.11 -0.81 -0.01
C8 -3.27 -2.10 0.78
O2 -3.88 -1.88 2.06
P1 -2.24 3.29 0.11
O3 -3.90 3.32 0.40
Br1 -1.59 2.78 2.22
H1 5.15 -0.66 -0.19
H2 4.21 -1.86 -1.08
H3 4.21 -1.88 0.69
H4 3.67 0.49 1.51
H5 3.99 1.42 0.04
H6 1.16 0.79 0.89
H7 2.03 2.14 1.60
H8 1.07 3.30 -0.16
H9 2.49 2.71 -0.99
H10 0.99 1.96 -2.53
H11 0.97 0.55 -1.47
H12 -3.33 1.43 -1.96
H13 -1.49 2.73 -2.96
H14 -1.47 0.04 -2.75
H15 -1.54 0.23 0.95
H16 -0.99 -1.01 -0.23
H17 -3.80 -0.10 0.45
H18 -3.48 -0.98 -1.03
H19 -3.88 -2.82 0.24
H20 -2.29 -2.55 0.95
H21 -3.39 -2.35 2.73
H22 -4.06 3.15 1.33
O4 2.24 -0.99 -3.11
H23 2.55 -0.84 -2.21
H24 2.56 -1.84 -3.41
O5 6.61 -3.30 0.38
H25 7.27 -3.25 1.08
H26 6.69 -4.23 0.13
O6 1.34 4.37 -3.28
H27 1.12 4.98 -3.98
H28 1.79 4.88 -2.60
O7 8.90 -5.07 0.96
H29 9.63 -4.51 0.67
H30 9.15 -5.96 0.67
O8 7.79 -0.60 0.43
H31 7.31 0.06 -0.08
H32 7.27 -1.41 0.30
O9 -6.44 1.70 0.10
H33 -5.65 2.27 0.06
H34 -6.02 0.83 0.22
O10 -8.85 0.09 1.00
H35 -9.12 0.52 1.81
H36 -8.03 0.54 0.77
O11 -3.13 -4.43 3.20
H37 -3.94 -4.89 2.96
H38 -2.40 -5.05 3.16
O12 -5.92 -4.40 3.23
H39 -6.74 -4.44 3.72
H40 -5.91 -3.55 2.78
O13 -9.87 2.40 -0.97
H41 -9.04 2.89 -0.99
H42 -9.60 1.52 -0.70
O14 6.19 1.33 -1.35
H43 6.25 2.14 -0.82
H44 5.65 1.57 -2.11
O15 9.09 -0.58 2.86
H45 9.34 0.24 3.29
H46 8.61 -0.32 2.06
O16 -11.59 -0.79 -0.85
H47 -11.00 -0.79 -0.08
H48 -11.34 0.00 -1.33
O17 11.03 -3.06 1.91
H49 10.49 -3.70 2.37
H50 10.57 -2.22 2.05
O18 -4.79 6.02 1.34
H51 -4.34 6.09 2.18
H52 -4.47 5.19 0.96
O19 -1.84 1.40 -5.69
H53 -0.92 1.12 -5.61
H54 -2.31 0.73 -6.19


(5)
The following is a quantum chemistry calculation of a molecular structure, C8H5Br2N3S at a distorted geometry, from the Open Molecules 2025 dataset.

Total energy (Ha): -6018.298464
HOMO (hartree): -0.353

Cartesian coordinates (Å):
C1 0.18 0.20 2.91
C2 -0.30 -1.08 2.65
C3 0.20 1.09 1.83
C4 -0.46 -1.54 1.40
C5 0.86 -0.71 -3.37
C6 -0.05 0.47 0.61
C7 -0.09 0.38 -1.86
C8 -0.09 1.32 -0.73
N1 -0.33 -0.81 0.35
N2 1.08 0.14 -2.45
N3 -1.18 -0.14 -2.35
S1 -0.75 -1.19 -3.51
Br1 -1.83 2.15 -0.66
Br2 1.29 2.58 -0.98
H1 0.32 0.59 3.96
H2 -0.35 -1.91 3.42
H3 0.67 2.05 1.66
H4 -0.78 -2.54 1.23
H5 1.60 -1.04 -4.12


(6)
The following is a quantum chemistry calculation of a single C8H5BrF2N2 molecule at a distorted geometry, from the Open Molecules 2025 dataset.

Total energy (Ha): -3191.012080
HOMO (spin up / spin down) (hartree): -0.297 / -0.297

Cartesian coordinates (Å):
C1 -1.39 -1.37 -1.77
C2 -1.69 -1.21 -0.50
C3 -0.13 -1.01 -2.39
C4 0.38 0.18 -0.36
C5 -0.96 -0.20 0.21
C6 0.68 -0.18 -1.73
C7 1.35 0.76 0.53
C8 1.27 1.46 2.75
N1 1.02 0.70 1.82
N2 -1.26 0.33 1.32
F1 1.59 2.71 2.70
F2 1.28 1.02 3.96
Br1 2.40 0.43 -2.51
H1 -2.07 -2.08 -2.37
H2 -2.65 -1.40 -0.10
H3 0.03 -1.34 -3.48
H4 2.33 1.18 0.31
H5 -2.18 0.02 1.63


(7)
The following is a quantum chemistry calculation of a single C8H5BrOS molecule at a distorted geometry, from the Open Molecules 2025 dataset.

Total energy (Ha): -3355.306090
HOMO (hartree): -0.356

Cartesian coordinates (Å):
C1 1.21 0.51 -0.70
C2 0.84 -0.73 -0.21
C3 0.30 1.55 -0.70
C4 -0.43 -0.95 0.29
C5 -0.97 1.34 -0.20
C6 -1.34 0.09 0.31
C7 -1.99 2.40 -0.19
C8 -2.74 -0.03 0.79
O1 -1.90 3.49 -0.66
S1 -3.46 1.82 0.64
Br1 -3.79 -1.22 -0.33
H1 2.20 0.67 -1.09
H2 1.55 -1.55 -0.21
H3 0.56 2.53 -1.10
H4 -0.73 -1.92 0.65
H5 -2.88 -0.33 1.82


(8)
The following is a quantum chemistry calculation of a single C8H5Cl4N molecule at a distorted geometry, from the Open Molecules 2025 dataset.

Total energy (Ha): -2203.300037
HOMO (hartree): -0.362

Cartesian coordinates (Å):
C1 1.68 -0.63 1.66
C2 2.12 -1.12 0.41
C3 0.48 -0.05 1.84
C4 1.45 -0.76 -0.77
C5 -0.29 0.17 0.65
C6 0.23 -0.09 -0.60
C7 -1.66 0.77 0.46
C8 -0.68 0.28 -1.71
N1 -1.97 0.38 -1.17
Cl1 -2.91 0.17 1.54
Cl2 -0.01 1.82 -2.34
Cl3 -0.91 -0.97 -3.04
Cl4 -3.07 1.59 -1.85
H1 2.18 -0.73 2.58
H2 2.98 -1.69 0.57
H3 0.22 0.11 2.82
H4 1.83 -1.03 -1.66
H5 -1.69 1.79 0.60


(9)
The following is a quantum chemistry calculation of a molecular structure, C8H5N2 at a distorted geometry, from the Open Molecules 2025 dataset.

Charge: +1
Total energy (Ha): -416.624332
HOMO (spin up / spin down) (hartree): -0.546 / -0.546

Cartesian coordinates (Å):
C1 0.17 1.65 -0.89
C2 0.33 2.08 0.27
C3 0.99 -1.85 -1.62
C4 1.11 -2.64 -0.66
C5 0.06 0.32 -1.22
C6 0.17 1.49 1.54
C7 -0.45 0.01 1.18
C8 0.08 -0.84 -2.11
N1 -0.42 -1.65 -0.95
N2 -0.31 -0.41 -0.17
H1 1.07 1.43 2.23
H2 -0.65 1.97 2.27
H3 -0.26 -0.83 2.02
H4 -1.55 0.16 1.32
H5 -0.36 -0.89 -3.18


(10)
The following is a quantum chemistry calculation of a single C8H5N3O2 molecule at a distorted geometry, from the Open Molecules 2025 dataset.

Total energy (Ha): -622.513243
HOMO (hartree): -0.270

Cartesian coordinates (Å):
C1 -2.05 -0.92 0.22
C2 -0.53 -0.17 2.17
C3 -1.90 -0.70 -1.11
C4 1.70 0.77 1.96
C5 -0.91 -0.44 0.91
C6 1.37 0.23 -0.35
C7 0.23 0.23 -2.36
C8 0.05 -0.11 -0.16
N1 0.65 0.43 2.52
N2 1.43 0.55 -1.72
N3 -0.67 -0.16 -1.38
O1 2.26 0.31 0.71
O2 0.05 0.25 -3.56
H1 -2.78 -1.35 0.83
H2 -1.26 -0.41 3.06
H3 -2.42 -0.89 -2.03
H4 2.55 1.42 2.35
H5 2.25 0.97 -2.06


(11)
The following is a quantum chemistry calculation of a single C8H5N5O molecule at a distorted geometry, from the Open Molecules 2025 dataset.

Total energy (Ha): -656.860729
HOMO (hartree): -0.341

Cartesian coordinates (Å):
O1 -0.02 -3.58 0.59
N1 3.42 -1.23 -0.81
N2 2.75 -0.18 -0.86
N3 2.70 -2.27 -0.33
C1 0.21 -2.39 0.41
C2 1.51 -1.81 -0.04
C3 -1.93 1.96 0.21
C4 -0.74 2.53 -0.28
C5 -1.93 0.60 0.53
C6 0.43 1.74 -0.49
C7 -0.80 -0.21 0.31
C8 0.39 0.37 -0.15
N4 -0.85 -1.56 0.63
N5 1.54 -0.46 -0.34
H1 -2.79 2.62 0.33
H2 -0.71 3.59 -0.55
H3 -2.82 0.13 0.95
H4 1.34 2.18 -0.91
H5 -1.71 -2.03 0.80


(12)
The following is a quantum chemistry calculation of a molecular structure, C8H5NO5V, from the Open Molecules 2025 dataset.

Charge: +4
Total energy (Ha): -1680.855599
HOMO (spin up / spin down) (hartree): -1.012 / -1.013
Multiplicity: 2

Cartesian coordinates (Å):
V1 -0.02 0.02 0.01
O1 2.28 -2.95 -1.18
C1 1.29 -2.30 -0.86
O2 1.34 -1.01 -0.47
C2 -0.11 -2.80 -0.86
C3 -0.63 -4.05 -1.19
C4 -2.02 -4.21 -1.08
C5 -2.83 -3.15 -0.66
C6 -2.21 -1.93 -0.35
N1 -0.88 -1.79 -0.46
C7 -2.75 -0.63 0.12
O3 -3.85 -0.16 0.39
O4 -1.71 0.25 0.27
H1 3.20 -2.57 -1.17
H2 0.01 -4.87 -1.52
H3 -2.47 -5.17 -1.33
H4 -3.91 -3.29 -0.58
H5 -4.70 -0.67 0.33
O5 1.45 2.96 0.76
C8 0.97 1.99 0.51


(13)
The following is a quantum chemistry calculation of a single C8H5NOS molecule at a distorted geometry, from the Open Molecules 2025 dataset.

Total energy (Ha): -835.957804
HOMO (hartree): -0.334

Cartesian coordinates (Å):
C1 2.55 0.39 -2.14
C2 1.41 0.29 -1.18
C3 1.15 -0.80 -0.42
C4 -0.14 -0.52 0.35
C5 -0.74 -1.44 1.27
C6 -2.33 0.26 1.61
C7 -1.76 1.13 0.76
C8 -0.59 0.73 0.14
H1 2.75 -0.37 -2.80
H2 1.62 -1.57 -0.43
H3 -0.34 -2.38 1.31
H4 -3.20 0.34 2.14
H5 -2.28 2.10 0.68
N1 -1.84 -1.07 1.92
O1 3.38 1.32 -2.12
S1 0.34 1.59 -1.08


(14)
The following is a quantum chemistry calculation of a single C8H6 molecule at a distorted geometry, from the Open Molecules 2025 dataset.

Total energy (Ha): -308.240126
HOMO (hartree): -0.294

Cartesian coordinates (Å):
C1 -2.08 -0.10 0.01
C2 -1.63 1.19 0.05
C3 -0.11 0.83 -0.11
C4 1.12 1.33 -0.05
C5 2.17 0.08 0.19
C6 1.39 -1.11 -0.01
C7 -0.01 -0.63 -0.23
C8 -1.15 -1.19 -0.04
H1 -3.12 -0.65 0.03
H2 -2.02 2.16 0.17
H3 1.82 2.17 -0.20
H4 3.28 0.16 -0.11
H5 1.93 -1.98 -0.03
H6 -1.57 -2.27 0.32


(15)
The following is a quantum chemistry calculation of a single C8H6 molecule at a distorted geometry, from the Open Molecules 2025 dataset.

Total energy (Ha): -308.114767
HOMO (hartree): -0.367

Cartesian coordinates (Å):
C1 -0.07 0.30 1.79
C2 0.04 -0.06 0.37
C3 1.30 -0.77 0.00
C4 2.47 -0.89 -0.60
C5 -1.19 -0.91 -0.04
C6 -2.11 -1.50 -0.59
C7 -0.11 1.26 -0.48
C8 -0.29 2.37 -0.82
H1 -0.13 -0.69 2.09
H2 0.97 0.62 2.01
H3 -0.86 1.04 2.16
H4 3.27 -1.30 -1.44
H5 -2.88 -1.81 -1.54
H6 -0.56 3.35 -1.01


(16)
The following is a quantum chemistry calculation of a single C8H6 molecule at a distorted geometry, from the Open Molecules 2025 dataset.

Total energy (Ha): -308.264545
HOMO (hartree): -0.294

Cartesian coordinates (Å):
C1 1.76 -1.02 -0.67
C2 1.46 -0.96 0.68
C3 0.27 0.02 0.80
C4 -0.94 0.11 1.50
C5 -1.94 0.83 0.56
C6 -1.33 0.89 -0.59
C7 0.02 0.40 -0.57
C8 0.80 -0.29 -1.49
H1 2.41 -1.77 -1.14
H2 1.79 -1.17 1.58
H3 -0.75 -0.04 2.57
H4 -2.69 1.67 0.95
H5 -1.51 1.58 -1.53
H6 0.66 -0.24 -2.64


(17)
The following is a quantum chemistry calculation of a molecular structure, C8H63N2NbO24PS at a distorted geometry, from the Open Molecules 2025 dataset.

Charge: -1
Total energy (Ha): -3053.918119
HOMO (hartree): -0.180

Cartesian coordinates (Å):
N1 2.13 2.69 0.02
C1 0.67 2.99 0.34
Nb1 -0.48 1.02 0.56
C2 -1.56 1.54 -1.39
C3 -3.12 2.05 -1.18
O1 -3.08 3.53 -1.01
P1 0.90 0.49 2.66
S1 1.71 2.07 3.47
C4 -1.51 -1.01 0.75
C5 -1.92 -2.00 -0.52
C6 -2.70 -3.43 -0.40
N2 -3.07 -3.97 0.93
C7 -2.71 -3.13 2.11
C8 -1.97 -1.68 2.21
H1 2.16 2.37 -0.98
H2 2.48 1.94 0.67
H3 0.62 3.69 1.29
H4 0.28 3.65 -0.57
H5 -1.76 1.86 1.57
H6 0.84 0.22 -0.44
H7 -0.95 2.43 -1.89
H8 -1.54 0.66 -2.19
H9 -3.52 1.49 -0.22
H10 -3.75 1.78 -2.14
H11 -3.86 3.77 -0.42
H12 1.98 -0.37 2.23
H13 0.07 -0.12 3.67
H14 -1.63 -1.63 -1.60
H15 -2.99 -4.07 -1.36
H16 -3.01 -3.60 3.16
H17 -1.80 -1.15 3.24
O2 4.72 0.57 2.17
H18 4.00 1.08 2.58
H19 4.31 -0.26 1.90
O3 2.78 3.83 -2.45
H20 3.07 4.49 -1.79
H21 3.58 3.34 -2.67
O4 7.15 2.31 1.66
H22 6.58 1.53 1.71
H23 7.40 2.35 0.72
O5 4.87 4.70 1.52
H24 5.71 4.24 1.66
H25 4.25 3.99 1.29
O6 -0.16 3.24 -4.25
H26 -0.80 3.91 -4.52
H27 0.48 3.73 -3.71
O7 -1.13 3.93 -6.79
H28 -0.29 3.48 -6.64
H29 -1.75 3.22 -7.02
O8 -4.97 -5.76 -1.72
H30 -4.53 -5.42 -2.52
H31 -4.47 -5.37 -0.99
O9 -6.67 -4.83 0.89
H32 -6.49 -5.70 0.51
H33 -5.95 -4.27 0.55
O10 5.72 -1.44 0.58
H34 6.16 -1.10 -0.21
H35 6.22 -1.05 1.31
O11 -8.07 -7.14 2.30
H36 -7.96 -6.28 1.88
H37 -7.27 -7.63 2.07
O12 -3.70 2.50 -7.87
H38 -4.42 3.00 -7.46
H39 -4.11 1.67 -8.14
O13 -0.32 -5.34 -1.77
H40 0.45 -5.89 -1.55
H41 -0.66 -5.06 -0.90
O14 -5.88 -5.76 -4.30
H42 -5.83 -6.44 -3.60
H43 -6.81 -5.79 -4.58
O15 2.60 5.37 4.46
H44 3.34 5.49 5.07
H45 2.54 4.41 4.35
O16 5.52 6.24 4.92
H46 5.64 7.10 4.50
H47 6.32 5.75 4.69
O17 1.56 -5.39 0.01
H48 1.85 -4.74 0.66
H49 2.36 -5.88 -0.21
O18 -7.22 -3.14 -4.47
H50 -6.45 -3.69 -4.26
H51 -7.56 -2.87 -3.61
O19 -2.64 -5.94 3.55
H52 -2.54 -5.48 2.71
H53 -2.54 -6.88 3.33
O20 8.46 6.31 4.75
H54 8.75 6.96 5.41
H55 9.26 5.82 4.53
O21 6.72 -2.80 -1.98
H56 6.77 -3.47 -1.29
H57 5.79 -2.83 -2.27
O22 8.40 6.51 1.53
H58 8.68 6.25 2.43
H59 7.60 6.00 1.38
O23 -2.65 1.44 3.77
H60 -2.40 2.30 4.15
H61 -3.58 1.35 4.00
O24 -5.80 -2.68 -1.67
H62 -5.06 -2.56 -1.06
H63 -5.86 -3.64 -1.78


(18)
The following is a quantum chemistry calculation of a molecular structure, C8H6Br2Cl3NO2Y at a distorted geometry, from the Open Molecules 2025 dataset.

Charge: +1
Total energy (Ha): -7080.561069
HOMO (hartree): -0.497

Cartesian coordinates (Å):
Y1 0.14 2.27 -0.45
C1 -0.84 -3.34 0.64
C2 -1.38 -1.95 0.64
C3 -2.70 -1.66 0.96
C4 -3.17 -0.35 0.94
C5 -2.27 0.63 0.60
Br1 -2.73 2.49 0.56
N1 -0.99 0.39 0.29
C6 -0.57 -0.88 0.29
H1 -1.59 -4.05 0.98
H2 0.03 -3.42 1.29
H3 -0.52 -3.63 -0.36
H4 -3.38 -2.46 1.22
H5 -4.19 -0.10 1.17
H6 0.47 -1.03 0.01
Br2 -0.74 2.37 -2.78
Cl1 4.72 1.77 0.64
C7 4.08 2.10 -0.99
Cl2 4.51 0.80 -2.09
Cl3 4.65 3.64 -1.59
C8 2.57 2.13 -0.74
O1 2.01 3.21 -0.40
O2 1.88 1.07 -0.83


(19)
The following is a quantum chemistry calculation of a molecular structure, C8H6Br2N4 at a distorted geometry, from the Open Molecules 2025 dataset.

Total energy (Ha): -5675.342729
HOMO (spin up / spin down) (hartree): -0.292 / -0.292

Cartesian coordinates (Å):
C1 2.60 -0.86 -1.11
C2 -0.96 0.87 2.75
C3 1.93 -1.10 -2.40
C4 -0.21 -0.34 2.67
C5 1.59 -0.39 -0.34
C6 -1.35 1.19 1.53
C7 -0.75 0.12 -0.65
C8 -2.06 0.33 -1.51
N1 0.69 -0.74 -2.32
N2 -0.18 -0.75 1.44
N3 0.48 -0.28 -1.12
N4 -0.88 0.20 0.74
Br1 -3.64 1.07 -0.79
Br2 -2.00 0.56 -3.35
H1 3.64 -1.15 -1.02
H2 -1.31 1.40 3.61
H3 2.19 -1.67 -3.19
H4 0.48 -0.85 3.34
H5 1.69 0.27 0.62
H6 -1.95 2.11 1.11